# 1
The following is a DFT calculation (ωB97M-V/def2-TZVPD) of 2 unconnected molecules or ions with the total composition C7H17NO2S.

- calculated total energy (Eh) = -880.2267
- HOMO energy (eV) = -7.65
- energy relative to the best compared isomer or geometry (same formula, charge and spin) (kcal/mol) = 16.80

Cartesian coordinates (Å):
1 C -0.4145 -2.7998 -1.8952
2 C 0.8746 -2.4777 0.4839
3 C 1.5239 1.3547 0.6017
4 C -0.3328 1.0175 2.3459
5 C -0.5417 2.8282 -0.9743
6 C 0.3246 -1.9243 -0.9024
7 C 0.0610 1.4356 0.9139
8 N -0.7500 2.4015 0.3975
9 O -1.9885 -1.1382 0.3318
10 O -1.2973 0.0545 -1.7045
11 S -0.8357 -0.5361 -0.4231
12 H -1.3660 -2.2322 -2.2720
13 H 0.1344 -2.8685 -2.8138
14 H -0.4926 -3.9051 -1.7587
15 H 1.8243 -3.0124 0.3600
16 H 0.2121 -3.2566 0.8758
17 H 0.9092 -1.6639 1.1691
18 H 1.6019 0.6905 -0.1927
19 H 2.0039 0.9965 1.4465
20 H 1.8842 2.4059 0.4344
21 H -0.6270 1.9023 2.9686
22 H 0.6368 0.6072 2.6924
23 H -1.1553 0.2126 2.4403
24 H -1.0720 3.7857 -1.2185
25 H 0.4501 2.9893 -1.0696
26 H -0.9645 2.0680 -1.6202
27 H 1.0942 -1.2206 -1.3682
28 H -1.6972 2.2855 0.7513

Here is what Mulliken gives for the atomic charges, in e: number 1, C, carries -1.162; number 2, C, carries -1.204; number 3, C, carries -1.531; number 4, C, carries -1.373; number 5, C, carries -0.811; number 6, C, carries 0.278; number 7, C, carries 0.940; number 8, N, carries -0.247; number 9, O, carries -0.742; number 10, O, carries -0.767; number 11, S, carries 0.941; number 12, H, carries 0.266; number 13, H, carries 0.356; number 14, H, carries 0.313; number 15, H, carries 0.378; number 16, H, carries 0.338; number 17, H, carries 0.225; number 18, H, carries 0.260; number 19, H, carries 0.496; number 20, H, carries 0.447; number 21, H, carries 0.410; number 22, H, carries 0.328; number 23, H, carries 0.289; number 24, H, carries 0.294; number 25, H, carries 0.336; number 26, H, carries 0.287; number 27, H, carries 0.358; number 28, H, carries 0.295

# 2
The following is a DFT calculation (ωB97M-V/def2-TZVPD) of a gas-phase ion, C7H17NP (charge +1).

- calculated total energy (Eh) = -672.6717
- HOMO energy (eV) = -13.79
- total charge = +1
- energy relative to the best compared isomer or geometry (same formula, charge and spin) (kcal/mol) = 34.69

Cartesian coordinates (Å):
1 C -1.5870 2.2629 -0.3942
2 N -2.2355 0.9917 -0.1114
3 C -1.1567 -0.1448 -0.3788
4 P -2.2520 -1.8157 -0.4887
5 C -0.1364 -0.1159 0.6728
6 C 1.2421 0.7262 0.5895
7 C 2.0702 -0.5987 0.3900
8 C 2.7193 -0.7834 -0.9775
9 C 0.7360 -1.3560 0.5953
10 H -1.4301 2.4053 -1.4273
11 H -2.0571 3.1149 0.1133
12 H -0.6318 2.1288 0.0510
13 H -3.0862 0.8669 -0.6473
14 H -2.4968 0.8635 0.9289
15 H -0.5822 0.1136 -1.3424
16 H -2.7437 -1.3859 0.7811
17 H -1.1599 -2.5658 -0.0573
18 H -0.7118 -0.0034 1.6526
19 H 1.5680 1.2214 1.6155
20 H 1.2749 1.4008 -0.1918
21 H 2.6570 -0.8452 1.1947
22 H 1.9943 -1.1375 -1.6546
23 H 3.5484 -1.5347 -0.8469
24 H 3.0878 0.1829 -1.3381
25 H 0.4981 -1.9680 -0.2146
26 H 0.8713 -2.0237 1.4861

Here is what Mulliken gives for the atomic charges, in e: number 1, C, carries -0.805; number 2, N, carries -0.242; number 3, C, carries -0.786; number 4, P, carries 0.033; number 5, C, carries 0.742; number 6, C, carries -1.017; number 7, C, carries 0.179; number 8, C, carries -1.457; number 9, C, carries -1.496; number 10, H, carries 0.386; number 11, H, carries 0.354; number 12, H, carries 0.305; number 13, H, carries 0.371; number 14, H, carries 0.449; number 15, H, carries 0.406; number 16, H, carries 0.080; number 17, H, carries 0.160; number 18, H, carries 0.342; number 19, H, carries 0.237; number 20, H, carries 0.510; number 21, H, carries 0.575; number 22, H, carries 0.371; number 23, H, carries 0.323; number 24, H, carries 0.334; number 25, H, carries 0.470; number 26, H, carries 0.177

# 3
The following is a DFT calculation (ωB97M-V/def2-TZVPD) of a single C7H17NSi molecule.

- 2S+1 = 3
- calculated total energy (Eh) = -621.0210
- HOMO energy (spin up / spin down) (eV) = -4.68 / -10.05
- energy relative to the best compared isomer or geometry (same formula, charge and spin) (kcal/mol) = 0.00

Cartesian coordinates (Å):
1 C 0.8157 -0.9823 0.5505
2 C 1.1070 -2.2486 1.2024
3 C 2.9461 0.1393 1.3981
4 C -1.1260 1.9992 0.1357
5 C -1.1439 0.5817 -2.5863
6 C -3.1569 -0.2963 -0.1433
7 C 1.8115 0.1100 0.3685
8 N -0.2868 -0.9546 -0.0344
9 Si -1.4088 0.2865 -0.6815
10 H 1.5988 -2.1344 2.1183
11 H 1.6983 -2.8656 0.5347
12 H 0.2709 -2.8239 1.3280
13 H 3.7860 -0.5384 1.2085
14 H 2.5501 -0.0579 2.3685
15 H 3.3916 1.0724 1.2582
16 H -0.3533 2.4528 -0.4239
17 H -1.9237 2.6799 0.0965
18 H -0.6033 1.8425 1.1116
19 H -0.4240 1.4695 -2.8413
20 H -0.6648 -0.4157 -2.9389
21 H -1.9800 0.8084 -3.2769
22 H -3.7712 0.3832 -0.7721
23 H -3.2766 -1.3313 -0.5831
24 H -3.3199 -0.1335 0.9525
25 H 1.2777 1.0251 0.3369
26 H 2.1853 -0.0679 -0.6873

Here is what Mulliken gives for the atomic charges, in e: number 1, C, carries 0.447; number 2, C, carries -1.423; number 3, C, carries -1.521; number 4, C, carries -1.220; number 5, C, carries -1.023; number 6, C, carries -0.911; number 7, C, carries 0.332; number 8, N, carries -0.312; number 9, Si, carries 0.318; number 10, H, carries 0.340; number 11, H, carries 0.250; number 12, H, carries 0.479; number 13, H, carries 0.306; number 14, H, carries 0.395; number 15, H, carries 0.448; number 16, H, carries 0.374; number 17, H, carries 0.412; number 18, H, carries 0.341; number 19, H, carries 0.266; number 20, H, carries 0.261; number 21, H, carries 0.367; number 22, H, carries 0.271; number 23, H, carries 0.282; number 24, H, carries 0.263; number 25, H, carries 0.056; number 26, H, carries 0.202

# 4
The following is a DFT calculation (ωB97M-V/def2-TZVPD) of a molecular structure, C7H18BrI2OP2Tc.

- 2S+1 = 4
- calculated total energy (Eh) = -4284.4791
- HOMO energy (spin up / spin down) (eV) = -20.83 / -20.48
- total charge = +3
- energy relative to the best compared isomer or geometry (same formula, charge and spin) (kcal/mol) = 0.00

Cartesian coordinates (Å):
1 I 2.7706 1.0551 1.2966
2 I 0.5980 1.4536 -2.8068
3 Tc 0.0452 0.2308 -0.5664
4 P 1.1006 -1.7898 -0.5471
5 C 0.5815 -2.6372 -2.0921
6 C 2.9060 -1.7415 -0.7230
7 H 3.2353 -2.7723 -0.7440
8 H 1.6129 -3.9344 0.3037
9 H 3.3093 -1.2310 0.1611
10 H 1.2581 -2.7674 1.6448
11 H 0.7362 -1.9248 -2.9196
12 H 3.1606 -1.1315 -1.5988
13 C 0.9428 -3.1448 0.6624
14 H 1.2340 -3.5199 -2.1605
15 H -0.1002 -3.4826 0.7043
16 H -0.4755 -2.9271 -1.9825
17 P -0.9219 1.7893 0.7832
18 C -2.3390 2.4981 -0.1642
19 C -1.6937 1.5476 2.4210
20 H 0.9192 2.9559 1.7488
21 H -0.5381 3.9769 1.6719
22 H 0.4765 3.6495 0.1679
23 C 0.0711 3.2610 1.1163
24 H -0.9322 1.1374 3.0995
25 H -2.0349 2.5361 2.7519
26 H -2.6804 3.3702 0.4140
27 H -3.1201 1.7222 -0.2076
28 H -2.5300 0.8468 2.3063
29 H -1.9689 2.7820 -1.1643
30 C -1.4016 -0.1233 -1.7696
31 O -2.3390 -0.3701 -2.4194
32 Br -1.8824 -1.3151 0.6123

Here is what Mulliken gives for the atomic charges, in e: number 1, I, carries 0.327; number 2, I, carries 0.260; number 3, Tc, carries -0.168; number 4, P, carries 0.821; number 5, C, carries -1.186; number 6, C, carries -1.039; number 7, H, carries 0.466; number 8, H, carries 0.491; number 9, H, carries 0.288; number 10, H, carries 0.411; number 11, H, carries 0.400; number 12, H, carries 0.372; number 13, C, carries -1.221; number 14, H, carries 0.452; number 15, H, carries 0.456; number 16, H, carries 0.391; number 17, P, carries 0.824; number 18, C, carries -1.180; number 19, C, carries -1.203; number 20, H, carries 0.308; number 21, H, carries 0.470; number 22, H, carries 0.359; number 23, C, carries -1.056; number 24, H, carries 0.406; number 25, H, carries 0.481; number 26, H, carries 0.455; number 27, H, carries 0.391; number 28, H, carries 0.454; number 29, H, carries 0.385; number 30, C, carries 0.531; number 31, O, carries -0.146; number 32, Br, carries 0.000

Copy entry 4 word for word.
The following is a DFT calculation (ωB97M-V/def2-TZVPD) of a molecular structure, C7H18BrI2OP2Tc.

- 2S+1 = 4
- calculated total energy (Eh) = -4284.4791
- HOMO energy (spin up / spin down) (eV) = -20.83 / -20.48
- total charge = +3
- energy relative to the best compared isomer or geometry (same formula, charge and spin) (kcal/mol) = 0.00

Cartesian coordinates (Å):
1 I 2.7706 1.0551 1.2966
2 I 0.5980 1.4536 -2.8068
3 Tc 0.0452 0.2308 -0.5664
4 P 1.1006 -1.7898 -0.5471
5 C 0.5815 -2.6372 -2.0921
6 C 2.9060 -1.7415 -0.7230
7 H 3.2353 -2.7723 -0.7440
8 H 1.6129 -3.9344 0.3037
9 H 3.3093 -1.2310 0.1611
10 H 1.2581 -2.7674 1.6448
11 H 0.7362 -1.9248 -2.9196
12 H 3.1606 -1.1315 -1.5988
13 C 0.9428 -3.1448 0.6624
14 H 1.2340 -3.5199 -2.1605
15 H -0.1002 -3.4826 0.7043
16 H -0.4755 -2.9271 -1.9825
17 P -0.9219 1.7893 0.7832
18 C -2.3390 2.4981 -0.1642
19 C -1.6937 1.5476 2.4210
20 H 0.9192 2.9559 1.7488
21 H -0.5381 3.9769 1.6719
22 H 0.4765 3.6495 0.1679
23 C 0.0711 3.2610 1.1163
24 H -0.9322 1.1374 3.0995
25 H -2.0349 2.5361 2.7519
26 H -2.6804 3.3702 0.4140
27 H -3.1201 1.7222 -0.2076
28 H -2.5300 0.8468 2.3063
29 H -1.9689 2.7820 -1.1643
30 C -1.4016 -0.1233 -1.7696
31 O -2.3390 -0.3701 -2.4194
32 Br -1.8824 -1.3151 0.6123

Here is what Mulliken gives for the atomic charges, in e: number 1, I, carries 0.327; number 2, I, carries 0.260; number 3, Tc, carries -0.168; number 4, P, carries 0.821; number 5, C, carries -1.186; number 6, C, carries -1.039; number 7, H, carries 0.466; number 8, H, carries 0.491; number 9, H, carries 0.288; number 10, H, carries 0.411; number 11, H, carries 0.400; number 12, H, carries 0.372; number 13, C, carries -1.221; number 14, H, carries 0.452; number 15, H, carries 0.456; number 16, H, carries 0.391; number 17, P, carries 0.824; number 18, C, carries -1.180; number 19, C, carries -1.203; number 20, H, carries 0.308; number 21, H, carries 0.470; number 22, H, carries 0.359; number 23, C, carries -1.056; number 24, H, carries 0.406; number 25, H, carries 0.481; number 26, H, carries 0.455; number 27, H, carries 0.391; number 28, H, carries 0.454; number 29, H, carries 0.385; number 30, C, carries 0.531; number 31, O, carries -0.146; number 32, Br, carries 0.000

- Which of these has the highest energy relative to the best compared isomer or geometry (same formula, charge and spin)?
  C7H17NP